Record 1
ORCA calculation (ωB97M-V/def2-TZVPD) on a cluster of 9 separate species, H18O9 in total in a non-equilibrium geometry.

Structure (XYZ):
```
27
H18O9 ωB97M-V/def2-TZVPD
O 2.073 2.630 -0.524
H 2.388 1.786 -0.300
H 1.199 2.449 -0.862
O 0.951 -2.937 0.657
H 0.213 -3.366 0.198
H 1.047 -2.126 0.190
O 0.614 -0.495 -0.360
H -0.007 -0.572 -1.078
H 0.085 -0.037 0.260
O -0.310 1.495 1.303
H -0.623 1.755 0.424
H -1.016 1.862 1.895
O -2.431 -1.474 -0.068
H -1.685 -1.715 0.442
H -2.874 -0.937 0.572
O -0.827 -0.763 -2.842
H -0.413 -0.083 -3.418
H -1.442 -1.288 -3.370
O -2.821 1.097 -2.102
H -2.710 1.549 -2.969
H -2.090 0.410 -2.210
O 0.620 0.433 3.627
H 0.536 0.968 2.868
H 1.414 -0.098 3.514
O 2.840 0.121 1.237
H 2.997 -0.167 2.130
H 2.272 -0.496 0.785
```

Values from the calculation:
Energy relative to the best compared isomer or geometry (same formula, charge and spin) = 2.712 eV
E_tot = -687.9261 a.u.
Charge = 0
Highest occupied orbital energy = -11.1 eV
HOMO-LUMO gap = 10.768 eV
SMILES = O.O.O.O.O.O.O.O.O

Record 2
ORCA calculation (ωB97M-V/def2-TZVPD) on a cluster of 2 separate species, C6H10NO2P in total in a non-equilibrium geometry.

Structure (XYZ):
```
20
C6H10NO2P ωB97M-V/def2-TZVPD
C 0.296 2.521 2.319
C 2.554 2.183 1.149
C 1.358 2.095 1.657
C 0.902 1.179 -2.184
C -1.509 -2.532 0.695
C -0.356 0.389 -1.780
N -0.632 2.793 2.964
O 0.972 -1.552 -0.224
O -1.516 -1.216 0.160
P -0.065 -0.515 -0.142
H 2.880 1.374 0.320
H 3.324 2.969 1.423
H 1.862 0.544 -2.246
H 0.619 1.556 -3.163
H 0.958 1.929 -1.452
H -1.638 -3.077 -0.235
H -2.400 -2.678 1.211
H -0.577 -2.921 1.214
H -0.544 -0.423 -2.593
H -1.165 1.039 -1.604
```

Values from the calculation:
Energy relative to the best compared isomer or geometry (same formula, charge and spin) = 4.141 eV
E_tot = -781.0634 a.u.
Charge = 0
Highest occupied orbital energy (alpha / beta) = -9.2 / -8.4 eV
HOMO-LUMO gap (alpha / beta) = 8.019 / 7.019 eV

Record 3
ORCA calculation (ωB97M-V/def2-TZVPD) on a structure of composition C8H12Cl2 in a non-equilibrium geometry.

Structure (XYZ):
```
22
C8H12Cl2 ωB97M-V/def2-TZVPD
C -0.269 0.603 0.583
C 0.031 -0.093 -0.534
C -1.601 -0.799 0.718
C -0.648 -1.388 -0.432
C 1.182 0.218 -1.413
C -1.349 -1.994 -1.636
C 1.397 1.794 1.830
C -0.016 1.919 1.145
Cl -1.357 -1.609 2.279
Cl 0.553 -2.629 0.209
H -2.652 -0.764 0.367
H 1.081 0.119 -2.505
H 2.043 -0.577 -1.263
H 1.504 1.218 -1.215
H -2.172 -2.662 -1.489
H -0.717 -2.510 -2.347
H -1.669 -1.188 -2.219
H 2.179 1.451 1.009
H 1.302 1.084 2.630
H 1.762 2.796 2.116
H 0.164 2.664 0.307
H -0.748 2.345 1.862
```

Values from the calculation:
Energy relative to the best compared isomer or geometry (same formula, charge and spin) = 1.993 eV
E_tot = -1232.2911 a.u.
Charge = 0
Highest occupied orbital energy = -9.2 eV
HOMO-LUMO gap = 9.816 eV